99
Properties=species:S:1:pos:R:3 method="wB97M-V/def2-TZVPD" total_energy_ha=-2733.1436 fmax_ev_per_a=7.0 e_homo_ev=-9.24 lumo_ev=0.174 homo_lumo_gap_ha=0.3461
C -6.673 -4.527 -0.978
C -6.242 -4.478 -2.559
C -5.168 -3.304 -2.952
C -3.945 -3.093 -1.877
C -2.443 -3.075 -2.539
C -1.298 -3.222 -1.331
C -0.720 -1.704 -1.077
Si -0.008 -1.412 0.703
C 1.836 -0.838 0.495
S -1.117 0.311 1.497
C -0.248 -2.894 1.908
C 0.984 -3.147 2.959
P 1.213 -4.967 3.488
O 2.685 -5.058 4.140
O 1.288 -6.004 2.063
C 2.116 -7.191 2.437
C 1.679 -8.551 1.567
O 0.113 -5.528 4.715
C -1.296 -5.385 4.319
C -1.832 -6.578 3.297
H -6.502 -5.650 -0.613
H -7.840 -4.347 -0.870
H -6.151 -3.735 -0.292
H -5.805 -5.513 -2.884
H -7.232 -4.289 -3.188
H -4.653 -3.643 -3.973
H -5.746 -2.289 -3.188
H -4.162 -2.062 -1.325
H -3.948 -3.922 -1.032
H -2.288 -2.053 -3.126
H -2.375 -3.988 -3.286
H -0.401 -3.870 -1.740
H -1.830 -3.708 -0.409
H -1.533 -0.878 -1.357
H 0.152 -1.547 -1.877
H 1.957 -0.204 -0.509
H 2.248 -0.265 1.434
H 2.458 -1.836 0.291
H -2.417 -0.134 1.884
H -0.486 -3.924 1.365
H -1.205 -2.639 2.572
H 0.864 -2.445 3.912
H 2.015 -2.809 2.464
H 1.955 -7.502 3.572
H 3.254 -6.952 2.199
H 2.584 -8.894 0.904
H 1.419 -9.433 2.311
H 0.759 -8.243 0.911
H -1.582 -4.294 3.938
H -1.933 -5.529 5.318
H -2.445 -7.428 3.869
H -2.586 -6.087 2.535
H -0.974 -7.130 2.724
C -1.454 3.796 1.803
O -1.354 4.668 0.688
C -1.021 3.966 -0.512
C -1.243 4.865 -1.733
O -2.613 4.900 -2.154
C -3.488 5.688 -1.336
C -3.310 7.192 -1.556
O -2.195 7.676 -0.806
C -1.767 8.954 -1.251
H -0.507 3.276 1.970
H -1.690 4.395 2.686
H -2.262 3.075 1.649
H -1.634 3.064 -0.602
H 0.037 3.689 -0.453
H -0.694 4.430 -2.576
H -0.850 5.870 -1.579
H -3.400 5.412 -0.283
H -4.502 5.417 -1.653
H -4.202 7.721 -1.204
H -3.164 7.393 -2.624
H -1.414 8.896 -2.285
H -0.934 9.277 -0.620
H -2.578 9.682 -1.166
C 6.527 0.771 -0.229
O 6.038 2.099 -0.128
C 7.096 3.061 -0.115
C 6.537 4.470 -0.337
O 6.309 4.764 -1.722
C 5.152 4.146 -2.300
C 3.845 4.817 -1.870
O 3.440 4.342 -0.585
C 2.463 5.181 0.010
H 7.183 0.538 0.615
H 5.674 0.089 -0.213
H 7.062 0.635 -1.173
H 7.826 2.825 -0.896
H 7.579 3.011 0.867
H 7.297 5.188 -0.011
H 5.645 4.655 0.260
H 5.143 3.070 -2.112
H 5.263 4.281 -3.381
H 3.053 4.564 -2.583
H 3.981 5.905 -1.846
H 2.878 6.177 0.190
H 2.177 4.747 0.973
H 1.575 5.248 -0.625

***

113
Properties=species:S:1:pos:R:3 method="wB97M-V/def2-TZVPD" total_energy_ha=-6230.5381 fmax_ev_per_a=1.5 e_homo_ev=-7.67 lumo_ev=-0.417 homo_lumo_gap_ha=0.2667
Cd 2.584 0.572 2.781
C 0.029 -1.880 0.136
C 0.753 -0.948 0.849
C 0.088 0.409 1.175
O 0.740 1.177 1.962
C -1.141 0.712 0.685
C -1.877 -0.215 -0.115
C -1.225 -1.560 -0.452
O -1.811 -2.329 -1.217
O -2.920 0.083 -0.650
O 1.931 -1.131 1.259
H 0.499 -2.846 0.010
H -1.518 1.696 0.936
C -1.789 0.823 -3.594
S -0.503 0.585 -4.805
O -0.105 1.898 -5.362
C 0.762 0.194 -3.599
H -2.102 -0.154 -3.211
H -2.696 1.204 -4.068
H -1.497 1.479 -2.772
H 0.968 1.098 -3.019
H 1.677 -0.204 -4.027
H 0.323 -0.521 -2.894
C -0.781 1.299 4.782
S 0.657 2.307 5.129
O 1.803 1.585 4.524
C 0.236 3.672 4.036
H -1.700 1.861 4.954
H -0.739 0.439 5.444
H -0.782 1.048 3.720
H 0.748 4.569 4.377
H -0.837 3.834 4.139
H 0.466 3.404 3.004
C 2.210 -3.624 2.972
S 1.767 -2.592 4.372
O 1.948 -1.171 3.940
C -0.012 -2.802 4.321
H 1.511 -3.561 2.139
H 2.314 -4.683 3.213
H 3.168 -3.202 2.671
H -0.341 -2.843 3.281
H -0.437 -1.926 4.804
H -0.302 -3.718 4.836
C -0.864 -5.987 2.701
S -0.618 -5.422 1.004
O -0.154 -6.590 0.209
C -2.339 -5.147 0.604
H -1.404 -6.932 2.659
H -1.484 -5.225 3.178
H 0.079 -6.039 3.237
H -2.893 -6.077 0.748
H -2.419 -4.766 -0.409
H -2.737 -4.453 1.347
C -0.046 3.817 -0.792
S 1.595 4.086 -0.127
O 2.527 3.841 -1.252
C 1.444 5.875 0.002
H -0.809 4.191 -0.107
H -0.189 2.733 -0.765
H -0.149 4.193 -1.808
H 1.132 6.323 -0.939
H 2.376 6.321 0.348
H 0.710 6.066 0.791
C -0.290 -5.235 -2.844
S 1.251 -4.843 -3.645
O 0.984 -4.380 -5.028
C 1.579 -3.370 -2.672
H -1.047 -4.453 -2.892
H 0.010 -5.347 -1.796
H -0.624 -6.203 -3.206
H 2.411 -2.859 -3.160
H 1.953 -3.659 -1.688
H 0.699 -2.732 -2.622
C -3.391 4.151 -3.346
S -5.077 3.514 -3.295
O -5.288 2.751 -4.541
C -4.812 2.323 -1.982
H -2.752 3.526 -3.971
H -2.964 4.132 -2.341
H -3.374 5.164 -3.741
H -4.247 2.717 -1.139
H -4.236 1.487 -2.380
H -5.780 1.972 -1.629
C 3.724 5.146 3.279
S 4.438 3.521 3.093
O 3.363 2.659 2.518
C 5.537 3.937 1.734
H 3.135 5.188 4.196
H 2.993 5.301 2.482
H 4.509 5.895 3.309
H 4.936 4.075 0.833
H 6.278 3.150 1.623
H 6.045 4.868 1.982
C 3.419 -0.123 -1.281
S 4.198 1.131 -0.283
O 4.088 0.570 1.105
C 5.882 0.781 -0.805
H 2.340 -0.094 -1.148
H 3.803 -1.088 -0.951
H 3.609 0.000 -2.349
H 5.992 -0.300 -0.901
H 6.567 1.117 -0.030
H 6.071 1.255 -1.767
C -5.583 -1.963 -0.729
S -5.625 -2.958 -2.218
O -6.962 -2.735 -2.829
C -4.410 -1.988 -3.107
H -5.788 -0.921 -0.959
H -4.602 -2.068 -0.262
H -6.301 -2.432 -0.057
H -3.458 -2.104 -2.581
H -4.767 -0.959 -3.153
H -4.264 -2.364 -4.120

***

117
Properties=species:S:1:pos:R:3 method="wB97M-V/def2-TZVPD" total_energy_ha=-4349.1651 fmax_ev_per_a=3.9 e_homo_ev=-5.74 lumo_ev=-0.495 homo_lumo_gap_ha=0.1926
N -0.499 -1.245 0.888
H -0.971 -0.744 1.627
H -1.063 -1.374 0.060
H -0.593 -2.211 1.167
H 0.464 -0.946 0.930
N -4.207 -3.687 3.579
O -4.967 -4.306 4.310
O -3.460 -2.859 4.019
O -4.311 -3.778 2.337
C -5.592 10.393 0.057
C -4.437 9.317 0.078
C -4.626 8.277 -1.028
C -5.987 7.638 -1.069
N -5.960 6.214 -1.712
C -7.376 5.595 -1.499
C -7.183 4.039 -1.418
C -5.774 3.797 -0.838
C -5.095 5.182 -0.916
C -5.685 6.150 -3.252
H -6.413 9.886 0.563
H -5.928 10.579 -0.963
H -5.261 11.368 0.416
H -4.476 8.871 1.072
H -3.489 9.846 -0.013
H -3.800 7.595 -0.825
H -4.327 8.883 -1.882
H -6.700 8.235 -1.638
H -6.341 7.584 -0.039
H -8.077 5.805 -2.306
H -7.737 6.015 -0.560
H -7.368 3.601 -2.399
H -7.991 3.599 -0.833
H -5.296 2.956 -1.340
H -5.738 3.413 0.182
H -4.113 4.925 -1.314
H -4.796 5.647 0.024
H -5.705 5.117 -3.601
H -4.757 6.708 -3.376
H -6.566 6.631 -3.679
C 5.149 2.061 -0.513
C 6.253 3.127 -0.644
C 7.129 3.156 0.584
C 6.299 3.243 1.947
N 7.155 3.133 3.227
C 6.281 2.671 4.422
C 6.985 3.229 5.660
C 7.746 4.449 5.244
C 7.443 4.519 3.774
C 8.352 2.180 3.086
H 4.604 1.877 -1.439
H 4.392 2.341 0.219
H 5.724 1.156 -0.315
H 5.898 4.122 -0.911
H 6.818 2.843 -1.532
H 7.808 4.006 0.519
H 7.777 2.280 0.559
H 5.806 2.273 2.012
H 5.456 3.925 2.057
H 6.119 1.594 4.462
H 5.245 2.998 4.327
H 7.700 2.578 6.164
H 6.255 3.428 6.444
H 8.802 4.434 5.513
H 7.347 5.294 5.805
H 8.242 4.943 3.165
H 6.526 5.093 3.633
H 8.192 1.311 2.447
H 8.625 1.849 4.088
H 9.160 2.836 2.763
C -2.345 -12.965 -3.541
C -2.389 -11.497 -3.702
C -1.961 -10.769 -2.277
N -1.606 -9.207 -2.361
C -2.592 -8.495 -3.274
C -0.125 -8.984 -2.926
C 0.898 -9.293 -1.821
C 0.065 -9.098 -0.548
C -1.233 -8.428 -1.052
H -1.418 -13.350 -3.116
H -2.434 -13.284 -4.580
H -3.243 -13.275 -3.006
H -3.316 -11.159 -4.164
H -1.600 -11.227 -4.404
H -1.106 -11.161 -1.726
H -2.862 -10.700 -1.667
H -2.698 -7.419 -3.142
H -3.587 -8.787 -2.938
H -2.344 -8.740 -4.306
H 0.012 -7.980 -3.327
H 0.038 -9.630 -3.788
H 1.790 -8.667 -1.827
H 1.220 -10.328 -1.935
H 0.535 -8.473 0.211
H -0.274 -10.026 -0.087
H -1.032 -7.360 -1.134
H -2.023 -8.578 -0.316
P 4.515 -3.495 1.834
F 5.484 -2.884 3.062
F 5.331 -4.883 1.989
F 3.445 -3.848 2.957
F 3.562 -4.059 0.643
F 3.820 -2.030 1.747
F 5.682 -3.020 0.802
P -0.410 4.155 3.239
F 0.684 2.835 3.022
F 0.764 4.959 3.980
F 0.123 4.650 1.770
F -1.309 5.559 3.271
F -1.508 3.197 2.475
F -0.815 3.516 4.756
P -0.913 -1.659 -4.338
F -2.147 -0.880 -5.143
F -1.981 -2.010 -3.157
F -1.428 -3.057 -5.083
F 0.220 -2.373 -3.456
F 0.083 -1.238 -5.524
F -0.660 -0.218 -3.669

***

100
Properties=species:S:1:pos:R:3 method="wB97M-V/def2-TZVPD" total_energy_ha=-1889.5853 fmax_ev_per_a=2.5 e_homo_ev=-8.44 e_above_lowest_kj_mol=27.0 lumo_ev=-0.022 homo_lumo_gap_ha=0.3092
C 2.188 -2.429 -3.976
C 1.549 -3.406 -2.983
C 0.526 -4.318 -3.692
C 2.681 -4.306 -2.442
C 2.486 -4.905 -1.058
C 1.846 -3.966 -0.057
C 0.696 -3.114 -0.591
C -0.549 -4.052 -0.562
C 0.425 -1.992 0.385
N 0.975 -2.612 -1.905
O 0.019 -1.690 -2.352
H 3.009 -1.947 -3.432
H 2.554 -2.955 -4.854
H 1.596 -1.549 -4.227
H 0.348 -5.244 -3.155
H -0.411 -3.763 -3.837
H 0.831 -4.528 -4.718
H 2.763 -5.174 -3.101
H 3.621 -3.761 -2.534
H 1.865 -5.805 -1.153
H 3.443 -5.279 -0.693
H 2.636 -3.337 0.386
H 1.530 -4.514 0.836
H -1.348 -3.578 -1.166
H -1.028 -4.193 0.405
H -0.410 -4.984 -1.108
H 1.261 -1.301 0.504
H 0.039 -2.309 1.355
H -0.398 -1.386 -0.014
H -0.726 -2.211 -2.693
C -5.521 -0.867 -0.219
C -4.028 -0.568 -0.005
C -3.465 -1.621 0.941
C -3.313 -0.657 -1.342
C -3.650 0.524 -2.265
C -3.552 1.898 -1.569
C -4.174 1.954 -0.180
C -3.519 3.157 0.516
C -5.671 2.282 -0.231
N -3.727 0.762 0.524
O -4.028 0.857 1.910
H -5.961 -0.266 -1.012
H -5.716 -1.926 -0.375
H -6.102 -0.553 0.658
H -3.668 -2.621 0.548
H -2.385 -1.493 1.007
H -3.992 -1.596 1.893
H -2.228 -0.616 -1.205
H -3.576 -1.526 -1.954
H -2.977 0.533 -3.126
H -4.640 0.459 -2.732
H -4.065 2.600 -2.229
H -2.489 2.139 -1.508
H -3.533 4.048 -0.113
H -2.469 2.951 0.738
H -3.994 3.399 1.468
H -5.782 3.316 -0.557
H -6.187 2.168 0.723
H -6.230 1.663 -0.937
H -3.168 0.779 2.332
O 0.168 2.994 0.574
C 0.643 2.560 -0.691
C 2.121 2.235 -0.633
O 2.335 1.007 0.068
H 0.184 2.285 1.228
H 0.170 1.611 -0.979
H 0.478 3.281 -1.487
H 2.718 3.052 -0.213
H 2.553 2.075 -1.624
H 1.681 0.981 0.776
O -0.299 7.444 4.156
C 0.100 7.330 2.794
C 0.503 5.887 2.557
O 0.557 5.660 1.178
H -0.607 8.336 4.331
H -0.747 7.582 2.145
H 0.918 8.004 2.521
H -0.213 5.244 3.082
H 1.430 5.761 3.144
H 0.446 4.712 1.006
O 1.225 -1.197 4.953
C 2.095 -0.094 4.702
C 2.137 0.288 3.252
O 0.904 0.840 2.767
H 0.319 -0.898 5.068
H 1.894 0.741 5.378
H 3.072 -0.496 4.983
H 2.312 -0.650 2.702
H 2.938 0.958 2.950
H 0.203 0.193 2.897
O 5.077 1.015 -0.213
C 6.074 0.093 0.256
C 6.296 -1.040 -0.710
O 5.137 -1.802 -0.984
H 4.194 0.644 -0.097
H 7.001 0.646 0.386
H 5.680 -0.259 1.215
H 7.026 -1.692 -0.220
H 6.716 -0.640 -1.638
H 4.353 -1.261 -0.850